Molecular formula: C35H41N5O2ReS
Method: DFT, the ωB97M-V functional and the def2-TZVPD basis

Largest force on an atom: 0.613 eV/Å
Relative energy (zero: lowest compared OMol25 entry of this formula, charge and spin): 0.00 kcal per mole
E_tot: -2258.543829 Ha
Gap between HOMO and LUMO (alpha / beta): 0.262 / 0.242 Ha
E_HOMO (alpha / beta): -13.7 / -13.7 eV
2S+1: 4
Total charge: +2

Atoms and positions in Å:
1 Re 0.160 0.444 1.088
2 C 1.852 0.715 4.683
3 C 0.389 1.007 4.395
4 N -0.209 0.257 3.234
5 C -0.336 -1.204 3.497
6 C 0.894 -2.046 3.137
7 S 1.951 -1.337 1.846
8 C 3.525 -0.941 2.691
9 C 3.808 0.493 3.143
10 N 2.644 1.190 3.588
11 H 2.017 -0.355 4.821
12 H 2.089 1.167 5.655
13 H 0.284 2.069 4.180
14 H -0.234 0.777 5.263
15 H -1.168 0.604 3.186
16 H -1.193 -1.555 2.920
17 H -0.584 -1.355 4.550
18 H 0.557 -3.012 2.765
19 H 1.528 -2.246 3.999
20 H 4.291 -1.261 1.985
21 H 3.552 -1.658 3.513
22 H 4.211 1.054 2.298
23 H 4.624 0.414 3.878
24 H 2.728 2.194 3.537
25 C -2.079 -3.775 -3.390
26 C -1.030 -2.781 -3.788
27 C -0.045 -3.097 -4.720
28 C 0.913 -2.173 -5.107
29 C 0.895 -0.887 -4.586
30 C -0.079 -0.540 -3.665
31 C -1.003 -1.494 -3.259
32 N -1.996 -1.106 -2.291
33 C -1.698 -0.340 -1.221
34 N -2.516 0.675 -0.964
35 C -2.512 1.612 0.085
36 C -1.475 1.662 1.024
37 C -1.528 2.727 1.952
38 C -2.565 3.633 1.963
39 C -3.586 3.524 1.027
40 C -3.576 2.532 0.065
41 C -4.668 2.459 -0.966
42 N -0.640 -0.619 -0.424
43 C -0.058 -1.945 -0.571
44 C 1.181 -2.073 -1.191
45 C 1.766 -3.317 -1.308
46 C 1.113 -4.429 -0.788
47 C -0.111 -4.287 -0.159
48 C -0.733 -3.042 -0.040
49 C -2.090 -2.945 0.601
50 H -1.868 -4.750 -3.824
51 H -3.071 -3.476 -3.739
52 H -2.126 -3.889 -2.307
53 H -0.035 -4.091 -5.150
54 H 1.662 -2.452 -5.835
55 H 1.622 -0.156 -4.912
56 H -0.124 0.467 -3.264
57 H -2.957 -1.095 -2.606
58 H -3.209 0.850 -1.678
59 H -0.711 2.875 2.642
60 H -2.575 4.441 2.681
61 H -4.395 4.243 1.027
62 H -5.349 3.299 -0.854
63 H -5.262 1.547 -0.866
64 H -4.280 2.512 -1.988
65 H 1.673 -1.194 -1.586
66 H 2.725 -3.424 -1.797
67 H 1.561 -5.409 -0.871
68 H -0.610 -5.161 0.242
69 H -2.168 -3.626 1.449
70 H -2.874 -3.230 -0.104
71 H -2.328 -1.937 0.946
72 O 1.633 4.031 1.719
73 C 1.568 3.165 0.896
74 O 1.348 1.885 1.335
75 C 1.723 3.320 -0.566
76 C 1.866 4.615 -1.063
77 C 2.003 4.823 -2.425
78 C 2.006 3.741 -3.295
79 C 1.875 2.448 -2.805
80 C 1.737 2.238 -1.443
81 H 1.863 5.446 -0.370
82 H 2.113 5.827 -2.809
83 H 2.123 3.905 -4.358
84 H 1.903 1.605 -3.483
85 H 1.678 1.218 -1.075

Which charges does Mulliken predict for the atoms? In e, they are: Re 1.015; C -0.896; C -0.764; N -0.756; C -0.731; C -1.283; S 0.476; C -0.961; C -0.819; N -0.105; H 0.226; H 0.487; H 0.388; H 0.570; H 0.505; H 0.276; H 0.581; H 0.590; H 0.650; H 0.514; H 0.499; H 0.404; H 0.372; H 0.329; C -1.197; C 0.718; C -0.812; C -1.016; C -0.680; C -0.500; C 0.578; N -0.034; C -0.064; N 0.130; C 0.920; C -0.136; C -0.148; C -1.484; C -0.790; C 0.948; C -1.648; N 0.362; C 0.097; C 0.491; C -1.160; C -1.108; C -0.772; C 1.158; C -1.601; H 0.421; H 0.314; H 0.135; H 0.440; H 0.445; H 0.463; H 0.718; H 0.388; H 0.240; H 0.204; H 0.513; H 0.421; H 0.408; H 0.392; H 0.416; H 0.302; H 0.565; H 0.483; H 0.503; H 0.564; H 0.226; H 0.182; O -0.589; C -0.127; O -0.158; C 0.444; C -0.773; C -0.651; C -0.591; C -0.758; C 0.451; H 0.508; H 0.428; H 0.457; H 0.594; H 0.202

=====

Molecular formula: C9H13Cl2IrN4O7P2S
Method: DFT, the ωB97M-V functional and the def2-TZVPD basis

Largest force on an atom: 0.561 eV/Å
Relative energy (zero: lowest compared OMol25 entry of this formula, charge and spin): 20.18 kcal per mole
E_tot: -3202.282655 Ha
Gap between HOMO and LUMO (alpha / beta): 0.259 / 0.237 Ha
E_HOMO (alpha / beta): -8.0 / -9.0 eV
2S+1: 5

Atoms and positions in Å:
1 Ir 1.091 -0.314 -0.113
2 C -2.130 0.045 -3.273
3 C -1.130 0.305 -2.197
4 N -0.011 -0.311 -2.127
5 N 0.343 -1.214 -3.055
6 C 1.568 -1.629 -2.910
7 N 2.062 -2.512 -3.793
8 S 2.680 -1.089 -1.651
9 C -1.306 1.334 -1.152
10 C -2.389 2.198 -1.124
11 C -2.445 3.190 -0.157
12 C -1.407 3.303 0.750
13 C -0.361 2.402 0.663
14 N -0.312 1.442 -0.251
15 H -2.107 -1.014 -3.522
16 H -1.870 0.599 -4.178
17 H -3.137 0.320 -2.970
18 H 1.430 -2.916 -4.464
19 H 2.927 -2.980 -3.591
20 H -3.178 2.103 -1.854
21 H -3.287 3.869 -0.123
22 H -1.395 4.065 1.516
23 H 0.471 2.461 1.350
24 O -2.270 -2.174 1.844
25 P -0.782 -1.792 1.461
26 O -0.485 -0.368 1.868
27 O -0.485 -2.001 -0.008
28 O 0.073 -2.807 2.345
29 P 1.648 -2.367 2.627
30 O 1.419 -1.289 3.797
31 O 2.449 -3.497 3.077
32 O 2.045 -1.616 1.360
33 H -2.401 -3.116 1.995
34 H 0.657 -0.746 3.534
35 Cl 2.293 3.168 3.539
36 C 2.361 1.506 2.956
37 Cl 3.048 1.420 1.315
38 H 1.350 1.118 2.902
39 H 2.974 0.902 3.611

Which charges does natural (NBO) predict for the atoms? In e, they are: Ir 1.412; C -0.678; C 0.259; N -0.249; N -0.418; C 0.308; N -0.771; S -0.113; C 0.177; C -0.223; C -0.131; C -0.245; C 0.106; N -0.478; H 0.262; H 0.243; H 0.222; H 0.408; H 0.413; H 0.230; H 0.229; H 0.237; H 0.211; O -0.983; P 2.547; O -1.185; O -1.104; O -1.090; P 2.555; O -1.011; O -1.081; O -1.163; H 0.517; H 0.507; Cl -0.019; C -0.392; Cl 0.007; H 0.229; H 0.255

=====

Molecular formula: C13H20O2
Method: DFT, the ωB97M-V functional and the def2-TZVPD basis

Largest force on an atom: 4.052 eV/Å
Relative energy (zero: lowest compared OMol25 entry of this formula, charge and spin): 75.56 kcal per mole
E_tot: -657.692032 Ha
Gap between HOMO and LUMO: 0.359 Ha
E_HOMO: -8.9 eV

Atoms and positions in Å:
1 C -4.421 -2.188 1.533
2 C -3.647 -1.345 0.509
3 C -4.373 -0.791 -0.734
4 O -2.600 -2.096 -0.064
5 C -2.189 -1.087 0.850
6 C -1.287 0.046 0.357
7 C 0.107 -0.243 1.039
8 C 1.287 0.410 0.360
9 C 1.858 1.484 0.969
10 C 3.184 2.191 0.673
11 C 3.557 2.116 -0.808
12 C 3.444 0.589 -1.090
13 C 3.799 0.434 -2.600
14 O 3.069 0.139 -3.543
15 C 2.057 -0.108 -0.809
16 H -5.519 -2.248 1.280
17 H -4.262 -1.723 2.511
18 H -3.913 -3.224 1.588
19 H -3.873 -0.958 -1.641
20 H -4.460 0.306 -0.779
21 H -5.329 -1.267 -0.839
22 H -1.970 -1.172 1.965
23 H -1.234 -0.111 -0.715
24 H -1.864 0.977 0.560
25 H -0.102 -0.061 2.134
26 H 0.288 -1.356 1.040
27 H 1.427 1.820 1.919
28 H 3.028 3.273 0.980
29 H 3.842 1.661 1.318
30 H 4.632 2.462 -0.909
31 H 2.762 2.554 -1.379
32 H 4.206 0.163 -0.436
33 H 4.851 0.604 -2.941
34 H 2.218 -1.205 -0.560
35 H 1.429 -0.044 -1.739

Which charges does natural (NBO) predict for the atoms? In e, they are: C -0.643; C 0.196; C -0.631; O -0.498; C 0.077; C -0.440; C -0.408; C -0.014; C -0.173; C -0.437; C -0.399; C -0.311; C 0.442; O -0.531; C -0.444; H 0.219; H 0.214; H 0.237; H 0.229; H 0.210; H 0.212; H 0.169; H 0.218; H 0.221; H 0.217; H 0.214; H 0.189; H 0.215; H 0.214; H 0.223; H 0.219; H 0.219; H 0.115; H 0.221; H 0.240

=====

Among the records above, which one has the lowest relative energy (zero: lowest compared OMol25 entry of this formula, charge and spin)?
C35H41N5O2ReS